No. 1
16
Properties=species:S:1:pos:R:3:mulliken_charge:R:1 method="wB97M-V/def2-TZVPD" de_lowest_kcal_mol=38.2 homo_lumo_gap_ev=10.58 lumo_energy_ev=-3.722 charge=+1 e_homo_ev=-14.301
O -0.1475 -1.6314 -0.0899 -0.62
H 0.4357 -1.4925 0.6441 0.29
H 0.0680 -2.3171 -0.7337 0.32
O -0.4765 1.0267 -1.0039 -0.51
H -0.5757 0.1424 -1.3835 0.38
H -1.1455 1.5882 -1.4036 0.38
O 3.9018 -1.0301 -1.0186 -0.64
H 4.1545 -0.6772 -1.8856 0.33
H 4.7287 -1.3943 -0.6947 0.32
O -2.8340 1.0248 1.1683 -0.70
H -3.4124 0.3009 0.9162 0.35
H -2.8872 1.7618 0.5613 0.32
O -0.2969 0.8398 1.3998 -0.50
H -0.5164 0.9528 0.2399 0.47
H -1.2607 0.8227 1.7330 0.47
H 0.2641 0.0824 1.5510 0.34

=====

No. 2
26
Properties=species:S:1:pos:R:3:mulliken_charge:R:1 method="wB97M-V/def2-TZVPD" de_lowest_kcal_mol=0.0 homo_lumo_gap_ev=2.71 lumo_energy_ev=2.717 charge=-1 e_homo_ev=0.004
C 2.9791 -0.4269 1.3243 -1.38
Sr 1.9877 -0.0046 -1.2552 -1.31
N 1.7755 1.5666 -3.5000 0.62
H 4.2826 1.1418 -0.9448 0.09
H 1.8080 0.9956 -4.3378 0.04
H 3.6625 1.5430 -0.5043 -0.01
H 4.0203 -0.1985 1.5746 0.30
H 2.8890 -1.5167 1.5177 0.27
H 2.4091 0.0459 2.1439 0.21
H 0.9483 2.1513 -3.4670 0.15
H 2.6113 2.0988 -3.3637 0.02
N -2.4675 1.1757 -0.2326 -0.08
C -1.2279 1.4956 -0.7261 -0.81
N -0.3654 0.5225 -0.3814 0.24
C -1.0446 -0.3880 0.4513 0.81
C -0.6288 -1.5287 1.0999 -0.33
C -1.5860 -2.2576 1.7843 -0.56
C -2.9532 -1.8922 1.8451 -0.34
C -3.3752 -0.7213 1.1755 -0.84
C -2.4034 0.0128 0.5046 0.21
H -3.3188 1.6908 -0.3903 0.25
H -1.0639 2.4175 -1.3030 0.47
H 0.4303 -1.7947 1.0452 0.04
H -1.2724 -3.1823 2.3144 0.30
H -3.6678 -2.5138 2.4123 0.35
H -4.4287 -0.4327 1.2131 0.30

=====

No. 3
12
Properties=species:S:1:pos:R:3:mulliken_charge:R:1 method="wB97M-V/def2-TZVPD" de_lowest_kcal_mol=0.0 homo_lumo_gap_ev="8.94 / 6.77" spin_multiplicity=4 lumo_energy_ev="-10.461 / -12.583" charge=+2 e_homo_ev="-19.398 / -19.352"
C -1.2240 0.2982 -0.4473 -0.11
C -2.2748 0.8511 0.1080 0.73
O -3.1107 1.5065 0.5654 -0.05
C -0.6899 -0.9747 -1.0024 -0.38
C 0.1048 -0.5633 0.1822 0.09
O 1.2314 0.1840 0.0815 -0.11
C 1.7170 0.9197 1.5441 -0.01
O 2.8471 1.1643 1.2683 -0.24
Pt 2.8364 0.4560 -0.5948 1.04
H -1.3084 -1.8665 -0.8642 0.31
H -0.1848 -0.8685 -1.9708 0.26
H 0.0559 -1.1068 1.1301 0.48